133
Properties=species:S:1:pos:R:3 method="wB97M-V/def2-TZVPD" e_homo_ev=-8.622 orbital_gap_ev=7.912 smiles="CCCCCCCCCCCc1cnc2c(F)c(CCCCCN)cc(CCCSC(=S)n3ccnc3)c2n1.COCCNCCOC.COCCNCCOC" total_charge=0 total_energy_ev=-88828.70387
C 0.486 7.163 -0.263
C -0.762 6.344 0.101
C -1.337 5.524 -1.040
C -1.086 4.025 -1.029
C 0.268 3.553 -1.522
C 1.449 3.910 -0.626
C 2.379 2.738 -0.346
C 3.233 2.888 0.906
C 3.501 1.558 1.606
C 3.996 1.739 3.022
C 4.121 0.450 3.876
C 4.116 -0.774 3.057
C 5.344 -1.177 2.511
N 5.471 -2.170 1.704
C 4.337 -2.844 1.389
C 4.416 -3.914 0.493
F 5.625 -4.206 0.006
C 3.323 -4.639 0.123
C 3.408 -5.744 -0.865
C 3.087 -5.340 -2.314
C 3.380 -3.910 -2.717
C 4.848 -3.627 -3.033
C 5.390 -2.347 -2.442
N 5.208 -1.213 -3.369
C 2.117 -4.288 0.719
C 1.954 -3.264 1.628
C 0.571 -3.101 2.196
C -0.153 -1.755 2.257
C -0.895 -1.575 3.574
S -0.028 -0.700 4.882
C -1.255 0.416 5.368
S -2.847 0.149 5.325
N -0.735 1.626 5.837
C -0.012 1.818 6.984
C 0.257 3.139 7.017
N -0.255 3.787 5.924
C -0.846 2.839 5.233
C 3.091 -2.498 1.958
N 3.019 -1.435 2.814
H 0.866 6.854 -1.222
H 1.277 6.977 0.443
H 0.270 8.214 -0.277
H -1.498 7.048 0.451
H -0.533 5.717 0.932
H -1.027 5.946 -1.984
H -2.412 5.642 -1.000
H -1.286 3.596 -0.054
H -1.813 3.592 -1.702
H 0.386 3.940 -2.526
H 0.217 2.479 -1.614
H 1.063 4.256 0.323
H 2.005 4.725 -1.056
H 1.773 1.847 -0.266
H 3.014 2.591 -1.208
H 4.184 3.291 0.597
H 2.772 3.589 1.585
H 4.280 1.076 1.034
H 2.602 0.963 1.576
H 3.402 2.469 3.537
H 4.988 2.162 2.967
H 5.052 0.493 4.421
H 3.324 0.398 4.595
H 6.223 -0.612 2.755
H 2.709 -6.515 -0.582
H 4.381 -6.196 -0.802
H 3.698 -5.964 -2.949
H 2.070 -5.590 -2.566
H 2.992 -3.191 -2.010
H 2.827 -3.744 -3.628
H 4.937 -3.517 -4.100
H 5.455 -4.474 -2.746
H 4.933 -2.124 -1.491
H 6.441 -2.490 -2.238
H 6.098 -0.905 -3.721
H 4.825 -0.422 -2.877
H 1.255 -4.866 0.456
H 0.518 -3.556 3.173
H -0.030 -3.727 1.561
H 0.481 -0.920 2.016
H -0.942 -1.764 1.523
H -1.856 -1.120 3.439
H -1.101 -2.559 3.961
H 0.253 1.046 7.669
H 0.793 3.647 7.783
H -1.354 2.972 4.309
C -3.475 9.030 2.364
O -3.916 8.145 1.353
C -4.161 6.817 1.795
C -5.633 6.483 1.736
N -6.383 7.220 2.741
C -7.833 7.118 2.621
C -8.495 7.690 1.373
O -8.421 9.097 1.268
C -7.248 9.611 0.667
H -3.192 9.961 1.877
H -4.260 9.244 3.099
H -2.603 8.629 2.889
H -3.765 6.657 2.801
H -3.625 6.149 1.113
H -5.762 5.411 1.912
H -5.976 6.698 0.713
H -6.121 8.196 2.694
H -8.266 7.631 3.482
H -8.112 6.063 2.707
H -9.560 7.454 1.435
H -8.124 7.220 0.453
H -6.850 8.929 -0.089
H -6.466 9.824 1.402
H -7.514 10.550 0.183
C 0.877 -11.170 -5.575
O 0.054 -10.409 -6.435
C -1.336 -10.687 -6.327
C -2.083 -9.515 -5.736
N -1.748 -9.331 -4.331
C -2.261 -8.103 -3.735
C -1.748 -6.773 -4.270
O -0.382 -6.527 -4.004
C 0.537 -7.057 -4.941
H 1.909 -10.966 -5.854
H 0.741 -10.900 -4.522
H 0.689 -12.242 -5.690
H -1.506 -11.592 -5.738
H -1.712 -10.866 -7.338
H -3.158 -9.698 -5.823
H -1.843 -8.633 -6.346
H -0.742 -9.346 -4.231
H -2.024 -8.138 -2.669
H -3.353 -8.110 -3.816
H -2.297 -5.982 -3.752
H -1.954 -6.647 -5.340
H 0.123 -7.087 -5.952
H 0.868 -8.061 -4.657
H 1.413 -6.408 -4.943